No. 1
Here is a molecular structure, C13H8Br2N2O3PdSe4 from the OMol25 dataset. Energies are from the ωB97M-V functional and the def2-TZVPD basis.

- Lowest unoccupied orbital energy (spin up / spin down): 3.9 / 3.9 eV
- Net charge: -2
- 2S+1: 3

Cartesian coordinates (Å):
H1 2.145 4.232 0.347
Br1 0.930 -4.012 -1.398
H2 3.832 -4.115 -1.436
C1 0.640 2.716 0.670
C2 3.517 1.063 1.572
C3 0.377 2.320 -1.534
H3 6.334 -0.498 0.536
Pd1 -0.918 0.153 0.226
H4 0.401 4.401 -2.046
Se1 -2.663 1.777 0.275
Br2 6.419 -2.914 -0.784
H5 0.482 4.809 0.329
H6 5.622 1.531 1.784
C4 5.286 -0.277 0.694
Se2 -2.132 -1.844 0.789
N1 2.594 0.275 1.090
C5 2.951 -0.820 0.390
C6 4.895 0.836 1.382
C7 3.600 -3.187 -0.930
C8 1.845 -1.648 -0.110
Se3 -4.081 -1.638 1.876
O1 0.636 -1.345 0.029
H7 3.170 1.917 2.147
C9 1.026 3.705 -1.487
C10 4.610 -2.373 -0.492
H8 1.988 3.641 -1.997
C11 2.266 -2.840 -0.740
C12 4.313 -1.168 0.186
Se4 -4.697 1.122 -0.386
O2 0.621 2.582 1.878
O3 0.096 1.764 -2.579
C13 1.138 4.002 -0.003
N2 0.213 1.823 -0.275

***

No. 2
Here is a single C2H3NS molecule from the OMol25 dataset. Energies are from the ωB97M-V functional and the def2-TZVPD basis.

- Lowest unoccupied orbital energy: 0.5 eV
- Net charge: 0
- SMILES: N#CCS

Cartesian coordinates (Å):
H1 -0.465 -1.194 -0.235
H2 0.108 -0.672 1.191
C1 -0.168 -0.313 0.150
N1 -1.913 1.634 -0.305
C2 -1.067 0.858 -0.050
S1 1.406 -0.764 -0.486
H3 2.099 0.452 -0.265

***

No. 3
Here is a molecular structure, C4H6OS2 from the OMol25 dataset. Energies are from the ωB97M-V functional and the def2-TZVPD basis.

- Lowest unoccupied orbital energy: -0.6 eV
- Net charge: 0

Cartesian coordinates (Å):
O1 -2.016 0.141 -1.233
C1 1.227 -0.071 0.239
H1 -0.489 -1.332 0.796
C2 -0.790 0.493 -0.555
H2 1.858 0.823 0.467
H3 1.773 -1.120 0.174
H4 -1.790 -0.534 -1.964
H5 0.731 0.318 3.093
S1 -0.760 0.592 2.296
C3 0.533 0.022 -1.159
H6 -0.895 1.601 -0.374
S2 0.913 -0.719 -2.541
C4 -0.296 -0.215 0.762

***

No. 4
Here is a single C9H13ClO5 molecule from the OMol25 dataset. Energies are from the ωB97M-V functional and the def2-TZVPD basis.

- Lowest unoccupied orbital energy: 0.5 eV
- Net charge: 0
- SMILES: CC(=O)OC[C@@]1(CCCCl)COC(=O)O1

Cartesian coordinates (Å):
C1 -2.833 0.539 -0.252
H1 2.450 2.970 0.867
H2 -0.858 1.320 -0.575
H3 1.218 1.757 1.355
O1 2.604 1.977 -1.546
H4 -0.985 -1.241 -1.569
C2 2.267 1.445 -0.580
H5 -1.530 -0.979 1.212
C3 1.676 2.290 0.533
H6 0.541 -0.399 -1.992
C4 1.788 -0.643 0.498
C5 -1.442 0.932 0.256
Cl1 -4.039 0.827 1.051
O2 -0.784 -3.997 -0.553
C6 -0.101 -3.107 -0.494
H7 -2.896 -0.518 -0.485
H8 2.297 -1.591 0.572
H9 1.855 -0.208 1.490
H10 -3.118 1.097 -1.135
O3 0.564 -2.482 -1.527
H11 -1.591 1.712 0.992
C7 -0.762 -0.253 0.977
O4 0.209 -2.371 0.611
C8 0.080 -1.133 -1.354
H12 -0.305 0.041 1.914
C9 0.308 -0.981 0.151
H13 0.900 2.888 0.077
O5 2.487 0.109 -0.494

***

No. 5
Here is a molecular structure, C18H27CuF6GeNOSSb from the OMol25 dataset. Energies are from the ωB97M-V functional and the def2-TZVPD basis.

- Lowest unoccupied orbital energy: 0.3 eV
- Net charge: 0

Cartesian coordinates (Å):
C1 -3.991 2.480 1.336
H1 -2.525 2.698 -3.143
C2 -2.739 1.920 1.206
C3 4.332 0.829 2.135
S1 1.266 -0.724 -1.200
C4 -1.845 2.412 -2.343
F1 -2.247 -3.384 -0.344
F2 -4.441 -2.290 0.765
Cu1 -0.680 0.314 -0.280
H2 -4.324 3.439 -1.885
C5 -0.622 3.365 -2.371
C6 -4.577 3.032 0.211
H3 3.585 -0.568 -0.655
C7 2.158 -3.279 -1.591
H4 1.816 -6.183 0.121
H5 4.325 1.098 3.197
Sb1 -3.199 -1.794 -0.543
C8 1.700 -5.134 -0.128
H6 3.181 -2.577 1.840
H7 4.466 1.743 1.547
H8 5.183 0.167 1.954
N1 -2.064 1.887 0.044
Ge1 2.675 -0.079 1.670
C9 2.710 -1.835 2.490
H9 0.218 0.530 1.879
C10 0.763 -2.970 0.355
H10 -0.816 4.231 -1.728
H11 -2.246 1.461 2.056
F3 -4.060 -0.140 -0.738
H12 -5.575 3.459 0.263
H13 1.702 -2.179 2.734
C11 1.142 0.920 2.326
H14 -4.499 2.463 2.292
H15 -1.537 1.381 -2.552
F4 -1.866 -1.138 -1.760
H16 0.281 2.940 -0.070
H17 1.509 3.485 -2.162
C12 0.923 -4.314 0.675
H18 0.421 -4.719 1.547
H19 2.627 -2.869 -2.478
H20 -0.503 3.758 -3.384
C13 1.383 -2.451 -0.775
C14 -3.886 3.018 -0.986
C15 2.318 -4.619 -1.264
C16 0.713 2.762 -1.986
C17 -2.629 2.434 -1.047
H21 0.916 1.886 -2.602
H22 3.289 -1.757 3.416
H23 0.144 -2.334 0.973
H24 2.746 0.985 -0.590
H25 1.237 1.979 2.068
C18 2.685 -0.066 -0.289
H26 1.067 0.819 3.411
O1 0.755 2.306 -0.620
H27 2.917 -5.264 -1.899
F5 -2.104 -1.027 0.865
F6 -4.178 -2.505 -1.965

***

No. 6
Here is a single C3H6O molecule from the OMol25 dataset. Energies are from the ωB97M-V functional and the def2-TZVPD basis.

- Lowest unoccupied orbital energy: 0.7 eV
- Net charge: 0

Cartesian coordinates (Å):
O1 0.861 -0.775 0.627
H1 -0.963 1.047 0.970
H2 2.323 0.066 -0.291
C1 0.041 -0.227 -0.433
H3 -1.757 -0.522 0.715
C2 2.050 -0.259 0.760
H4 -0.110 -0.973 -1.214
H5 -1.848 0.745 -0.542
H6 0.618 0.612 -0.814
C3 -1.217 0.287 0.221

***

Computed values of energy (unit: hartree) for the preceding records, in sequence: -15717.23913, -530.87739, -1027.51454, -1187.10888, -5787.29675, -193.01181.